Here is a cluster of 11 separate species, C38H55BBr2ClN13O in total at a distorted geometry from the OMol25 dataset. Energies are from ωB97M-V/def2-TZVPD.

Each line ends with the Mulliken charge.
Geometry (Å):
1 C -1.8512 3.2343 1.3623  -0.302
2 C -1.7129 3.3938 -0.2744  -0.258
3 N -0.2611 3.2264 -0.6664  0.114
4 C 0.1751 1.7487 -0.5790  -0.353
5 N -0.5831 0.7823 -1.4455  -0.378
6 C -0.0204 -0.5896 -1.2009  0.262
7 C -0.7498 -1.8433 -2.0320  0.008
8 C -2.0535 -1.5504 -3.0305  -0.580
9 C -3.4447 -2.0011 -2.2404  0.145
10 C -4.5544 -0.7993 -2.1241  -0.811
11 Cl -4.3043 -3.4580 -3.0531  -0.254
12 C -0.2390 -3.4197 -1.9221  0.472
13 C -0.9801 -4.6514 -2.7678  -0.953
14 C 1.0069 -3.8191 -0.9308  -0.716
15 C 1.7083 -2.5803 -0.0863  0.238
16 B 2.9480 -3.0425 0.9450  0.468
17 C 2.7453 -4.0012 2.2696  -0.230
18 O 4.3152 -2.5282 0.6006  -0.559
19 C 1.2176 -0.9933 -0.2261  -0.081
20 N 1.9391 0.0251 0.6101  -0.206
21 C 1.3920 1.4148 0.4483  0.148
22 C 2.0973 2.6066 1.3748  -0.006
23 Br 3.5278 1.6982 2.5102  -0.198
24 C 2.7092 3.8485 0.4965  0.133
25 C 4.2731 4.2322 0.8422  -1.098
26 Br 1.6258 5.4952 1.0229  -0.171
27 H -2.6185 2.3786 1.5892  0.229
28 H -2.1214 4.2498 1.8781  0.255
29 H -0.8174 2.8887 1.8071  -0.096
30 H -2.4720 2.7485 -0.8888  0.114
31 H -1.9887 4.5308 -0.5108  0.258
32 H -0.1397 3.4740 -1.6906  0.550
33 H -1.9721 -2.1885 -4.0112  0.019
34 H -2.0470 -0.4133 -3.3459  0.366
35 H -3.1882 -2.3615 -1.1348  0.407
36 H -5.6842 -1.1841 -2.1310  0.201
37 H -4.4558 -0.1524 -3.1222  0.173
38 H -4.3648 -0.0899 -1.1847  0.204
39 H -2.0071 -4.9780 -2.2555  0.176
40 H -1.2615 -4.2719 -3.8620  0.172
41 H -0.2680 -5.5858 -2.9239  0.362
42 H 1.3118 -4.9470 -0.8623  0.168
43 H 3.6217 -3.7973 3.0329  0.236
44 H 2.8172 -5.1257 1.8898  -0.326
45 H 1.6716 -3.8674 2.7739  0.166
46 H 4.4860 -1.8539 1.3490  0.289
47 H 1.3287 3.0462 2.1753  -0.087
48 H 2.5257 3.7248 -0.6763  0.350
49 H 5.0674 3.4960 0.3908  0.328
50 H 4.4455 4.4505 2.0031  0.216
51 H 4.4719 5.2832 0.3124  0.370
52 C -9.2822 -1.9055 -3.1683  -0.785
53 C -8.3770 -0.8258 -2.7403  0.444
54 N -7.6619 0.0272 -2.4022  -0.413
55 H -9.6614 -1.7375 -4.1818  0.265
56 H -8.7797 -2.8786 -3.1682  0.279
57 H -10.1515 -1.9904 -2.5077  0.275
58 C -0.2548 -6.4380 3.9418  -0.952
59 C 0.7941 -6.7772 2.9656  0.478
60 N 1.6228 -7.0452 2.1943  -0.455
61 H 0.1398 -5.8352 4.7665  0.313
62 H -1.0659 -5.8642 3.4811  0.295
63 H -0.7029 -7.3349 4.3823  0.320
64 C 1.5517 3.1097 5.6362  -0.846
65 C 0.4592 2.8530 4.6829  0.502
66 N -0.4040 2.6503 3.9297  -0.431
67 H 1.4478 4.0882 6.1167  0.288
68 H 1.5777 2.3591 6.4333  0.306
69 H 2.5300 3.0931 5.1444  0.183
70 C 4.9159 -6.8401 1.0426  -0.045
71 C 6.2381 -6.8736 1.6898  0.236
72 N 7.2827 -6.9001 2.2012  -0.392
73 H 4.5349 -5.8173 0.9536  -0.219
74 H 4.9492 -7.2618 0.0324  0.311
75 H 4.1739 -7.4136 1.6081  0.126
76 C -3.4339 4.4611 -4.0575  -0.771
77 C -2.1104 4.7078 -3.4610  0.461
78 N -1.0648 4.9028 -2.9898  -0.511
79 H -3.3796 4.3950 -5.1493  0.310
80 H -3.8712 3.5236 -3.6982  0.182
81 H -4.1418 5.2613 -3.8167  0.278
82 C -8.7637 3.4427 -1.6373  -0.578
83 C -7.9824 4.6241 -2.0400  0.304
84 N -7.3652 5.5575 -2.3581  -0.393
85 H -9.8362 3.6609 -1.5987  0.284
86 H -8.6280 2.6105 -2.3361  0.115
87 H -8.4709 3.0829 -0.6453  0.257
88 C 6.0416 6.8358 3.3423  -0.646
89 C 5.4481 6.2606 4.5610  0.426
90 N 4.9792 5.8063 5.5238  -0.459
91 H 6.9677 7.3780 3.5604  0.161
92 H 6.2855 6.0618 2.6069  0.245
93 H 5.3607 7.5417 2.8550  0.280
94 C -2.6097 -1.5186 -7.6336  -0.835
95 C -2.9476 -0.5448 -6.5821  0.389
96 N -3.2146 0.2247 -5.7513  -0.369
97 H -1.8573 -2.2375 -7.2925  0.258
98 H -3.4866 -2.0936 -7.9495  0.272
99 H -2.2066 -1.0274 -8.5256  0.306
100 C -0.0290 -10.2067 2.1263  -0.675
101 C -0.6225 -10.7819 3.3450  0.349
102 N -1.0914 -11.2363 4.3078  -0.394
103 H 0.8971 -9.6646 2.3444  0.132
104 H 0.2149 -10.9808 1.3909  0.324
105 H -0.7099 -9.5008 1.6389  0.254
106 C 10.0133 9.5697 2.8583  -0.815
107 C 9.2017 8.4050 2.4672  0.463
108 N 8.5604 7.4848 2.1583  -0.434
109 H 11.0613 9.2964 3.0207  0.266
110 H 9.9980 10.3499 2.0899  0.267
111 H 9.6498 10.0229 3.7866  0.279

Summary:
* HOMO: -7.85 eV
* electronic energy: -214983.7334 eV
* HOMO-LUMO gap: 6.9 eV